A structure of composition Cl13K6O52 in a non-equilibrium geometry, computed with ωB97M-V/def2-TZVPD.

Each line ends with the Löwdin charge.
Atoms and positions in Å:
K -0.2606 4.2510 0.9557  0.86
K 3.3068 -2.5238 -2.5006  0.86
K -3.5988 0.7112 -1.0526  0.81
K 0.9458 1.8305 -3.4870  0.82
K 5.8448 1.6227 -0.2846  0.89
K -0.4670 -1.4196 3.7995  0.82
Cl -1.9846 4.6860 -3.5123  0.70
O -0.5724 4.7334 -3.6537  -0.40
O -2.3674 6.0031 -2.9491  -0.39
O -2.7319 4.4902 -4.8147  -0.41
O -2.4057 3.4878 -2.6673  -0.41
Cl 4.6394 0.6491 -4.0462  0.59
O 3.6929 -0.3984 -4.0506  -0.42
O 4.1820 1.8821 -3.7715  -0.32
O 5.8398 0.3934 -3.2039  -0.40
O 4.8626 0.7234 -5.4718  -0.38
Cl 2.1811 -5.7200 -2.3542  0.64
O 1.8545 -7.0944 -2.5022  -0.40
O 3.3043 -5.5832 -1.3050  -0.39
O 2.3956 -5.1534 -3.7068  -0.44
O 0.8989 -5.2355 -1.9795  -0.34
Cl -1.5337 1.2236 6.0912  0.64
O -2.0858 0.0843 5.5171  -0.41
O -2.0353 2.5718 5.9701  -0.35
O -1.8778 0.7585 7.4649  -0.46
O -0.1054 1.0840 5.8390  -0.38
Cl 2.8079 5.8442 -0.9665  0.64
O 1.4117 6.2828 -1.0445  -0.38
O 3.7806 5.9756 -2.0776  -0.39
O 3.4566 6.3980 0.1814  -0.39
O 2.6192 4.4336 -0.8288  -0.40
Cl -1.1917 -5.4753 3.4449  0.66
O -2.5976 -5.2859 3.9204  -0.40
O -1.2665 -6.1099 2.1059  -0.41
O -0.4308 -4.2493 3.2744  -0.42
O -0.5120 -6.4071 4.2615  -0.40
Cl -4.5102 4.8106 2.3671  0.58
O -4.0390 6.1450 2.7145  -0.43
O -3.2007 4.1445 2.0265  -0.44
O -5.0778 4.1044 3.2723  -0.26
O -5.4771 5.0402 1.2693  -0.40
Cl -4.2367 -0.3885 2.4738  0.63
O -3.5453 -1.7076 2.6653  -0.42
O -3.1656 0.5815 2.2909  -0.38
O -5.1629 -0.6623 1.4599  -0.35
O -4.7766 -0.1507 3.7882  -0.37
Cl 0.5107 0.3220 -0.0313  0.72
O 1.7736 0.3570 -0.7736  -0.40
O -0.4739 -0.8344 -0.2011  -0.32
O 0.7802 0.4236 1.4262  -0.37
O -0.1636 1.5578 -0.3879  -0.46
Cl 3.8861 -1.4640 5.1225  0.55
O 4.6428 -2.4409 5.6744  -0.34
O 2.4465 -1.7673 5.0519  -0.43
O 3.6168 -0.2315 5.7940  -0.39
O 4.3957 -1.3788 3.8403  -0.35
Cl 6.8649 -2.6505 -0.2564  0.56
O 7.9090 -1.8425 -0.6448  -0.36
O 6.8836 -3.9422 -0.8393  -0.36
O 6.8808 -2.7584 1.1709  -0.34
O 5.5736 -2.1687 -0.6974  -0.43
Cl -1.8978 -0.7936 -5.8833  0.55
O -0.7661 -0.0431 -5.9925  -0.37
O -1.6961 -1.7913 -4.9019  -0.35
O -3.0202 -0.0162 -5.2440  -0.41
O -2.3109 -1.2061 -7.1381  -0.36
Cl -6.4742 -1.7581 -1.9670  0.64
O -7.4614 -1.0889 -1.0753  -0.42
O -7.1634 -2.9710 -2.2795  -0.41
O -6.4209 -1.0052 -3.2080  -0.40
O -5.1238 -1.8894 -1.4821  -0.37

Cartesian forces (eV/Å) of the 2 atoms listed first:
K -0.5 -0.5 -0.2
K -0.1 -0.4 0.5

The calculation puts the gap between HOMO and LUMO at 3.731 eV. The value obtained for the total energy is -13490.77936 a.u. Its total charge is -7.


A structure of composition Cl2F4Hf2I2 in a non-equilibrium geometry, computed with ωB97M-V/def2-TZVPD.

Each line ends with the Löwdin charge.
Atoms and positions in Å:
Hf 0.4596 2.4261 1.0961  1.69
Hf -0.6301 -2.5489 -1.4333  0.78
I -1.7417 -0.5116 -2.6095  0.16
I -0.9672 -2.4098 1.4753  0.00
Cl 1.6052 4.4600 -0.9609  -0.44
Cl -0.3345 0.7587 2.8745  -0.16
F 1.3062 -2.7502 -1.8143  -0.49
F 2.3881 1.4637 1.0284  -0.56
F -1.1341 3.3359 2.1324  -0.59
F -0.9515 -4.2238 -1.7888  -0.39

Cartesian forces (eV/Å) of the 2 atoms listed first:
Hf 1.0 -0.6 2.5
Hf 4.4 3.0 3.7

The calculation puts the gap between HOMO and LUMO at 5.900 eV. The value obtained for the total energy is -2011.54236 a.u.


A cluster of 2 separate species, Cl2FOP in total in a non-equilibrium geometry, computed with ωB97M-V/def2-TZVPD.

Each line ends with the Löwdin charge.
Atoms and positions in Å:
O 0.5340 -0.6878 2.5128  -0.33
F 0.3298 1.1774 -1.6611  -0.41
P -0.1316 0.7105 -0.1887  0.24
Cl -1.8031 -0.2247 -0.8326  0.20
Cl 1.0708 -0.9754 0.1695  0.29

Cartesian forces (eV/Å) of the 2 atoms listed first:
O 0.3 -0.1 -1.8
F 0.3 -0.4 0.8

The calculation puts the gap between HOMO and LUMO at 7.986 eV. The value obtained for the total energy is -1436.70200 a.u.


The molecule Cl2H2OP2 in a non-equilibrium geometry, computed with ωB97M-V/def2-TZVPD.

Each line ends with the Löwdin charge.
Atoms and positions in Å:
O 1.4303 -0.0063 -1.6535  -0.48
P 0.7419 -0.0633 -0.3649  -0.43
P -1.3649 0.7307 -0.1487  0.58
Cl 1.9121 1.0341 0.7901  0.31
Cl 0.8842 -1.8921 0.4474  0.27
H -1.5167 0.6868 1.3366  -0.10
H -2.0868 -0.4899 -0.4070  -0.14

Cartesian forces (eV/Å) of the 2 atoms listed first:
O -1.1 -0.2 -0.8
P 0.3 -0.1 -0.4

The calculation puts the gap between HOMO and LUMO at 10.553 eV. Its SMILES is O=P(P)(Cl)Cl. The value obtained for the total energy is -1679.58267 a.u.